Record 1
# C21H31NO6S

The molecule C21H31NO6S at a distorted geometry (wB97M-V/def2-TZVPD, the Open Molecules 2025 dataset).

Summary:
**Relative energy (zero: lowest compared OMol25 entry of this formula, charge and spin)**: 3.34 kcal per mole
**LUMO energy**: 0.610 eV
**HOMO-LUMO gap**: 9.5 eV
**Charge**: 0
**Structure (SMILES)**: CCOC(=O)C1(C[C@H]2CCCCO2)CCN(S(=O)(=O)c2ccc(OC)cc2)CC1

Geometry as XYZ:
```
60
Properties=species:S:1:pos:R:3:forces:R:3:mulliken_charge:R:1
C -5.0320 -0.6731 1.4029 0.311 -0.236 -0.171 -1.12
C -4.4057 -1.9468 0.8543 -0.554 0.040 -0.042 -0.30
H -4.8998 -2.2403 -0.0774 0.082 -0.040 0.179 0.32
H -4.4629 -2.7593 1.5813 0.020 0.067 -0.118 0.38
O -3.0093 -1.7732 0.6015 0.171 -0.104 0.320 -0.22
C -2.6643 -1.2309 -0.5665 0.281 0.110 -0.271 -0.93
O -3.4585 -0.9089 -1.4135 -0.169 -0.007 -0.037 -0.62
C -1.1505 -1.1569 -0.7496 -0.210 0.159 -0.120 2.80
C -0.8092 -2.4360 -1.5583 0.212 0.017 0.119 -1.85
H -1.4166 -3.2727 -1.2100 -0.052 -0.064 -0.049 0.45
C 0.6589 -2.8038 -1.4015 0.010 -0.139 -0.746 -0.26
N 0.9458 -3.1624 -0.0261 1.059 -0.229 0.233 0.09
S 2.5691 -3.1642 0.3534 -0.155 -0.157 0.004 1.25
O 2.6920 -3.6572 1.6936 -0.116 0.336 0.104 -0.73
O 3.2369 -3.8570 -0.7089 -0.103 0.319 -0.246 -0.73
C 3.0661 -1.4442 0.3257 -0.172 -0.811 -0.066 -0.23
C 3.4674 -0.8652 -0.8606 0.034 -0.047 -0.047 -0.79
C 3.7402 0.4922 -0.9141 0.053 0.262 -0.020 -0.60
C 3.6193 1.2668 0.2365 -0.031 -0.217 0.081 0.37
C 3.2471 0.6595 1.4410 0.021 0.105 -0.136 -0.13
C 2.9645 -0.6875 1.4814 0.038 0.116 0.134 -0.31
H 2.6791 -1.1739 2.4001 -0.029 0.010 0.170 0.52
H 3.1837 1.2722 2.3261 -0.010 0.065 0.121 0.47
O 3.8497 2.6013 0.2998 -0.077 -0.214 0.261 -0.45
C 4.1853 3.2885 -0.8835 0.056 0.126 -0.200 -0.91
H 4.2876 4.3339 -0.5968 0.005 -0.067 -0.069 0.24
H 3.3967 3.1935 -1.6358 0.022 -0.013 0.012 0.34
H 5.1335 2.9340 -1.2989 -0.045 -0.002 0.011 0.37
H 4.0463 0.9298 -1.8507 0.037 0.060 -0.065 0.47
H 3.5890 -1.4890 -1.7326 0.023 -0.003 -0.133 0.58
C 0.0599 -2.5849 0.9614 -0.389 0.291 0.565 -1.62
C -0.3781 -1.1725 0.5822 0.100 -0.211 0.071 0.74
H -0.9949 -0.7727 1.3862 0.093 0.097 0.004 0.80
H 0.4982 -0.5328 0.4836 -0.075 -0.049 0.062 -0.77
H 0.6027 -2.5912 1.9066 -0.240 0.014 0.083 0.50
H -0.8172 -3.2308 1.0738 0.121 0.033 0.081 0.37
H 1.2845 -1.9584 -1.7168 -0.089 -0.006 -0.108 0.12
H 0.9153 -3.6632 -2.0259 -0.048 0.200 -0.087 0.46
H -1.0401 -2.2717 -2.6111 -0.017 -0.041 0.004 0.48
C -0.8128 0.0686 -1.6185 -0.075 0.215 0.238 -2.03
H -1.5194 0.0829 -2.4509 0.092 -0.014 -0.033 0.54
H 0.1950 -0.0548 -2.0184 0.050 -0.029 -0.071 0.50
C -0.8553 1.4487 -0.9511 -0.300 -0.207 -0.300 -0.17
C -2.1216 1.7181 -0.1338 0.226 0.322 -0.237 -0.25
C -2.0602 3.1220 0.4656 0.054 -0.213 0.235 -1.24
C -0.7656 3.2658 1.2619 0.053 -0.002 -0.373 -0.76
C 0.4175 2.9195 0.3601 0.030 0.246 0.359 -0.43
O 0.3164 1.6167 -0.1673 -0.044 -0.129 -0.057 0.04
H 1.3571 2.9436 0.9145 -0.029 0.088 -0.076 0.28
H 0.4713 3.6486 -0.4659 0.040 -0.027 0.044 0.30
H -0.6511 4.2822 1.6400 0.043 0.023 0.071 0.44
H -0.7778 2.5780 2.1094 0.031 0.001 0.091 0.30
H -2.9257 3.2979 1.1067 -0.035 0.064 -0.053 0.40
H -2.0787 3.8637 -0.3372 -0.044 0.046 -0.023 0.44
H -2.9916 1.6106 -0.7818 -0.035 -0.083 0.011 0.45
H -2.1944 0.9892 0.6735 -0.061 -0.106 0.079 0.08
H -0.8218 2.1985 -1.7655 -0.012 -0.092 0.098 0.57
H -4.9756 0.1181 0.6595 -0.033 0.078 -0.040 0.25
H -6.0750 -0.8555 1.6443 -0.129 0.005 0.043 0.44
H -4.5107 -0.3534 2.3021 0.007 0.041 0.107 0.29
```
Forces are in eV/Å.

Record 2
# C21H32N3NaO2S6Si

A structure of composition C21H32N3NaO2S6Si at a distorted geometry (wB97M-V/def2-TZVPD, the Open Molecules 2025 dataset).

Summary:
**LUMO energy**: 3.689 eV
**HOMO-LUMO gap**: 4.0 eV
**Charge**: -2

Geometry as XYZ:
```
66
Properties=species:S:1:pos:R:3:forces:R:3:mulliken_charge:R:1
Na -0.2432 0.4596 -1.1921 0.716 -0.181 -0.548 0.66
C 1.2318 -1.3460 5.4705 -0.037 -0.089 -0.048 -0.91
N 1.3999 -2.2954 4.3943 0.062 0.088 0.181 0.23
C 2.3425 -3.3097 4.3614 -0.081 -0.009 -0.051 -0.51
C 2.2438 -3.8996 3.1588 -0.029 0.035 0.085 -0.40
N 1.2445 -3.2441 2.4570 0.053 -0.019 -0.391 0.45
C 0.7127 -2.2244 3.2120 0.107 -0.089 -0.104 -0.30
S -0.4889 -1.1514 2.8285 -0.112 -0.004 0.086 -0.29
C 0.9921 -3.5150 1.0634 -0.038 -0.011 0.448 0.29
C 0.7606 -4.8275 0.6902 -0.046 -0.022 -0.158 -0.57
C 0.6282 -5.0792 -0.6705 -0.025 -0.047 0.058 -0.35
C 0.7075 -4.0252 -1.5590 -0.081 0.049 0.017 -0.76
C 0.9113 -2.7433 -1.0585 0.006 0.002 0.067 -0.18
N 1.0711 -2.4950 0.2417 0.081 0.068 -0.181 -0.19
H 1.5709 -1.8085 6.3966 0.019 0.032 0.010 0.31
H 0.1787 -1.0835 5.5451 -0.007 0.000 -0.011 0.33
H 1.7993 -0.4351 5.2754 -0.008 0.015 0.003 0.30
H 2.9914 -3.5174 5.1927 0.007 0.023 0.003 0.43
H 2.8023 -4.7060 2.7209 0.000 0.002 -0.014 0.42
H 0.6708 -5.6104 1.4312 0.010 0.005 0.009 0.43
H 0.4449 -6.0882 -1.0199 0.000 0.008 -0.010 0.37
H 0.5804 -4.1625 -2.6233 0.008 -0.017 0.000 0.41
H 0.9747 -1.8960 -1.7278 0.047 0.036 -0.011 0.28
O 4.4086 4.8280 -4.7923 0.073 -0.030 0.067 -0.69
C 3.8436 4.0702 -4.0186 -0.051 0.022 -0.052 0.56
S 3.5914 2.3588 -4.3016 0.031 0.016 -0.148 -0.21
C 2.6577 1.9743 -2.8535 -0.106 -0.375 0.103 0.01
C 2.4510 3.0004 -2.0022 -0.157 -0.068 0.362 -0.10
S 1.6005 3.0177 -0.4669 0.015 -0.043 -0.158 -0.40
S 3.1508 4.5472 -2.4794 0.008 0.171 -0.042 -0.22
S 2.1496 0.2989 -2.7385 0.010 0.146 -0.041 -0.54
C 0.3501 4.2017 2.7791 0.057 -0.007 0.029 -1.01
C -1.0612 4.5482 2.3127 -0.029 0.073 -0.018 -0.39
C -1.4793 3.7999 1.0522 -0.088 0.118 -0.106 -0.81
S -1.5396 2.0216 1.2752 0.246 -0.310 -0.478 0.70
O -1.7439 1.4468 -0.1038 -0.473 0.461 0.813 -0.89
C -3.1448 1.8529 2.0746 -0.174 -0.036 0.087 -0.75
C -4.3281 2.0968 1.1478 0.005 0.049 0.022 0.06
C -5.6109 1.4976 1.7114 -0.062 -0.015 -0.005 -1.49
H 0.6584 4.8575 3.5971 -0.011 0.000 0.006 0.38
H 1.0646 4.3038 1.9593 -0.020 0.000 -0.009 0.19
H 0.4161 3.1708 3.1307 -0.017 0.000 -0.019 0.28
H -1.1165 5.6154 2.0786 0.018 0.007 0.015 0.34
H -1.7826 4.3825 3.1215 -0.015 -0.017 -0.006 0.21
H -0.7230 3.9088 0.2642 0.007 -0.009 0.046 0.36
H -2.4451 4.1237 0.6586 0.019 0.036 0.014 0.33
H -3.1374 2.5130 2.9469 -0.031 -0.012 0.018 0.50
H -3.1547 0.8226 2.4408 0.008 -0.005 -0.027 0.37
H -4.1048 1.6497 0.1776 0.023 -0.037 0.009 -0.06
H -4.4594 3.1691 0.9805 0.000 -0.002 0.005 0.37
H -5.5144 0.4147 1.8113 0.019 0.004 0.003 0.32
H -6.4565 1.6889 1.0481 0.009 0.009 -0.004 0.39
H -5.8560 1.9098 2.6949 0.021 0.005 0.001 0.36
C -3.2447 -2.8010 -3.1554 0.052 -0.059 0.004 -1.37
Si -2.6776 -1.3111 -2.0442 -0.075 0.046 0.062 0.54
C -3.8444 -1.6465 -0.5209 0.060 -0.014 0.008 -0.95
C -3.7354 0.0867 -2.8822 0.053 0.036 0.004 -1.26
H -4.3373 -2.8374 -3.2777 0.000 -0.001 0.015 0.35
H -2.9205 -3.7499 -2.7107 -0.025 -0.008 -0.018 0.27
H -2.7931 -2.7421 -4.1515 -0.015 0.008 -0.002 0.30
H -4.9089 -1.6422 -0.8009 0.003 -0.013 -0.013 0.31
H -3.6893 -0.8880 0.2550 -0.009 0.005 -0.013 -0.05
H -3.6137 -2.6170 -0.0661 -0.010 0.013 0.011 0.37
H -4.7902 -0.2059 -2.9952 0.003 -0.011 0.011 0.31
H -3.3439 0.3432 -3.8725 -0.013 -0.016 0.003 0.32
H -3.6948 1.0021 -2.2808 -0.012 -0.014 -0.004 0.25
```
Forces are in eV/Å.

Record 3
# C21H32N4O3

The molecule C21H32N4O3 (wB97M-V/def2-TZVPD, the Open Molecules 2025 dataset).

Summary:
**Relative energy (zero: lowest compared OMol25 entry of this formula, charge and spin)**: 74.94 kcal per mole
**LUMO energy**: 0.768 eV
**HOMO-LUMO gap**: 10.1 eV
**Charge**: 0
**Structure (SMILES)**: CCCCC/C=C/CC(=O)N1CC[C@@H]2C[C@]2(C(=O)NCc2nc(C)no2)CC1

Geometry as XYZ:
```
60
Properties=species:S:1:pos:R:3:forces:R:3:mulliken_charge:R:1
C -1.4534 -4.8412 -4.6534 -0.025 -0.007 -0.017 -1.28
C -1.9404 -3.7479 -3.7114 -0.022 -0.024 -0.037 -0.31
C -0.8574 -3.2681 -2.7557 0.011 0.003 0.008 -0.78
C -1.3332 -2.1666 -1.8184 0.002 0.027 -0.026 -0.62
C -0.2452 -1.7118 -0.8588 -0.062 0.013 0.139 -0.61
C -0.6572 -0.6745 0.1473 0.127 -0.035 -0.011 -0.53
C -1.7984 -0.0016 0.1521 -0.079 -0.002 0.025 -0.39
C -2.1382 1.0405 1.1758 0.088 -0.052 0.030 -0.30
C -3.5721 0.9030 1.6692 -0.136 0.055 -0.111 0.39
O -4.3028 0.0226 1.2296 0.048 0.052 0.043 -0.67
N -4.0137 1.8330 2.5661 0.012 -0.337 0.167 0.30
C -5.4213 1.8371 2.9543 -0.143 0.240 -0.010 -0.85
C -5.6429 1.6726 4.4551 0.051 0.023 -0.010 -1.15
C -4.9073 0.5111 5.0770 -0.336 0.107 0.108 0.17
C -4.1939 0.6944 6.3837 -0.016 -0.083 0.256 -1.04
C -3.3975 0.4675 5.1413 -0.107 0.114 -0.156 1.60
C -2.7840 -0.9097 5.0247 0.170 0.120 0.153 -0.46
O -2.2905 -1.4965 5.9696 -0.007 -0.043 -0.079 -0.69
N -2.7715 -1.4275 3.7689 -0.065 -0.056 -0.160 0.17
C -2.0657 -2.6466 3.4732 -0.164 0.014 0.022 -0.99
C -0.5891 -2.4437 3.3536 0.257 -0.156 -0.004 0.74
N 0.3075 -3.3344 3.0722 0.007 0.154 -0.029 -0.73
C 1.4728 -2.5952 3.1056 -0.204 0.098 0.075 0.87
C 2.8133 -3.1701 2.8419 0.061 -0.193 -0.184 -1.16
N 1.2980 -1.3400 3.3947 -0.065 -0.057 -0.078 -0.69
O -0.0880 -1.2329 3.5637 0.036 0.077 -0.016 0.16
C -2.5217 1.5913 4.5780 0.215 -0.028 0.090 -0.57
C -3.0998 2.5011 3.4771 0.166 0.187 -0.223 -1.33
H -2.2475 -5.1736 -5.3233 0.012 -0.004 0.000 0.38
H -0.6247 -4.4863 -5.2697 0.005 -0.005 0.008 0.32
H -1.1029 -5.7116 -4.0949 0.007 0.005 -0.001 0.31
H -2.3090 -2.8986 -4.2954 -0.001 0.000 0.016 0.31
H -2.7938 -4.1157 -3.1332 0.004 0.018 0.002 0.31
H -0.4968 -4.1172 -2.1636 0.007 0.010 -0.013 0.37
H 0.0022 -2.9093 -3.3339 -0.003 -0.011 0.011 0.34
H -1.6859 -1.3165 -2.4115 -0.005 -0.011 0.002 0.36
H -2.1954 -2.5224 -1.2442 0.000 0.013 -0.014 0.34
H 0.1277 -2.5807 -0.3040 0.046 -0.015 -0.037 0.23
H 0.6129 -1.3281 -1.4237 0.008 -0.044 0.009 0.32
H 0.0734 -0.4710 0.9279 0.001 0.019 0.033 0.44
H -2.5491 -0.1839 -0.6071 -0.014 -0.001 0.007 0.25
H -1.4363 0.9779 2.0110 -0.008 0.026 -0.018 0.11
H -2.0355 2.0445 0.7471 -0.012 -0.003 0.047 0.50
H -5.8521 2.7988 2.6484 -0.012 -0.077 -0.014 0.30
H -5.9310 1.0590 2.3945 0.098 -0.092 -0.023 0.46
H -5.3804 2.5979 4.9741 0.045 -0.020 0.005 0.39
H -6.7149 1.5357 4.6148 0.001 0.051 0.037 0.44
H -5.4168 -0.4390 4.9586 0.161 -0.097 -0.100 0.38
H -4.1705 1.6859 6.8196 -0.013 0.062 -0.114 0.24
H -4.2128 -0.1022 7.1143 0.011 -0.060 -0.058 0.33
H -3.2842 -0.9810 3.0251 -0.057 0.005 -0.003 0.12
H -2.2374 -3.3878 4.2557 0.014 0.034 0.017 0.34
H -2.4450 -3.0568 2.5373 0.078 0.011 -0.007 0.43
H 3.5547 -2.3876 2.7068 -0.019 0.051 0.089 0.31
H 3.1151 -3.8238 3.6599 -0.007 0.036 0.036 0.28
H 2.7765 -3.7804 1.9385 -0.020 0.024 0.026 0.30
H -2.1840 2.2264 5.4008 -0.002 0.004 -0.017 0.58
H -1.6107 1.1303 4.1870 -0.042 -0.042 0.002 0.02
H -2.2684 2.9247 2.9101 -0.024 -0.018 0.037 0.48
H -3.6202 3.3628 3.8943 -0.083 -0.078 0.069 0.45
```
Forces are in eV/Å.